(1)
ORCA calculation (ωB97M-V with the def2-TZVPD basis set) on a cluster of 13 separate species, C39H51F9O39 in total in a non-equilibrium geometry.

Each line ends with the Mulliken charge.
CARTESIAN COORDINATES (ANGSTROEM)
C (-5.102, 0.844, 0.237)  -0.326
C (-4.381, 0.794, -1.078)  0.929
O (-3.956, 2.129, -1.217)  -0.189
C (-4.498, 2.888, -0.337)  0.650
O (-4.288, 4.056, -0.148)  -0.568
O (-5.337, 2.132, 0.466)  -0.404
F (-5.129, 0.371, -2.099)  -0.366
H (-4.471, 0.543, 1.073)  -0.096
H (-5.983, 0.204, 0.280)  0.503
H (-3.551, 0.097, -0.959)  -0.087
C (-4.679, -1.226, 4.229)  0.106
C (-5.668, -0.624, 5.214)  0.312
O (-6.477, 0.126, 4.313)  -0.383
C (-6.343, -0.372, 3.088)  0.605
O (-7.113, -0.172, 2.214)  -0.597
O (-5.198, -0.978, 2.900)  -0.076
F (-5.051, 0.380, 5.884)  -0.275
H (-4.641, -2.297, 4.427)  -0.143
H (-3.670, -0.878, 4.451)  0.158
H (-6.421, -1.134, 5.816)  0.305
C (-3.241, -0.337, -5.747)  -0.379
C (-2.374, 0.250, -4.638)  0.720
O (-1.501, 1.020, -5.349)  -0.036
C (-1.426, 0.730, -6.701)  0.491
O (-0.640, 1.204, -7.491)  -0.510
O (-2.460, -0.091, -6.961)  -0.395
F (-1.699, -0.707, -3.983)  -0.280
H (-4.207, 0.164, -5.687)  0.317
H (-3.339, -1.416, -5.625)  0.332
H (-2.883, 0.879, -3.908)  -0.302
C (6.636, -1.301, -3.394)  -0.420
C (5.630, -0.414, -2.756)  0.849
O (4.461, -1.133, -2.802)  0.077
C (4.598, -1.993, -3.831)  0.496
O (3.626, -2.741, -4.171)  -0.595
O (5.839, -2.049, -4.241)  -0.318
F (5.590, 0.774, -3.443)  -0.306
H (7.053, -1.989, -2.659)  0.261
H (7.367, -0.726, -3.962)  0.328
H (5.911, -0.045, -1.770)  -0.333
C (-2.247, -4.469, -0.079)  0.147
C (-1.462, -3.890, -1.258)  0.299
O (-2.162, -2.736, -1.556)  -0.016
C (-3.492, -2.966, -1.260)  0.528
O (-4.479, -2.306, -1.566)  -0.557
O (-3.538, -4.021, -0.293)  -0.317
F (-1.584, -4.739, -2.374)  -0.393
H (-1.703, -3.999, 0.741)  -0.343
H (-2.287, -5.557, -0.028)  0.534
H (-0.403, -3.887, -1.003)  0.144
C (-1.845, 3.810, 2.248)  -0.302
C (-2.859, 3.494, 3.291)  0.285
O (-2.100, 3.095, 4.384)  -0.366
C (-0.770, 2.893, 4.019)  0.603
O (0.119, 2.445, 4.702)  -0.501
O (-0.722, 3.023, 2.669)  -0.200
F (-3.491, 2.421, 2.831)  -0.223
H (-1.427, 4.815, 2.185)  0.336
H (-2.204, 3.560, 1.249)  -0.045
H (-3.582, 4.301, 3.409)  0.364
C (1.750, 1.918, -3.284)  0.926
C (2.301, 2.703, -4.514)  0.225
O (2.029, 1.882, -5.579)  -0.323
C (1.842, 0.561, -5.160)  0.423
O (1.838, -0.432, -5.908)  -0.601
O (1.553, 0.563, -3.794)  -0.024
F (3.639, 2.819, -4.439)  -0.279
H (0.742, 2.253, -3.041)  -0.356
H (2.445, 1.791, -2.454)  -0.250
H (1.874, 3.648, -4.851)  0.224
C (-2.669, 5.093, -3.125)  0.257
C (-3.301, 5.072, -4.503)  0.472
O (-2.089, 5.199, -5.346)  -0.351
C (-1.075, 4.926, -4.675)  0.795
O (0.074, 5.042, -5.085)  -0.665
O (-1.372, 4.637, -3.419)  -0.261
F (-4.065, 6.030, -4.785)  -0.271
H (-3.057, 4.396, -2.382)  -0.464
H (-2.414, 6.042, -2.653)  0.233
H (-3.804, 4.181, -4.878)  0.270
C (0.800, -0.240, -0.018)  0.456
C (-0.131, 0.895, 0.164)  0.322
O (-1.320, 0.368, 0.774)  -0.058
C (-1.123, -0.990, 0.807)  0.416
O (-1.933, -1.822, 1.167)  -0.214
O (0.144, -1.361, 0.405)  -0.351
F (-0.539, 1.299, -1.039)  -0.115
H (1.601, -0.123, 0.712)  -0.528
H (0.981, -0.400, -1.081)  0.106
H (0.378, 1.641, 0.774)  -0.029
C (4.835, 3.447, -0.846)  -0.734
O (3.680, 2.938, -0.085)  -0.118
C (3.743, 2.751, 1.210)  0.398
O (4.613, 3.223, 1.933)  -0.636
O (2.649, 2.089, 1.649)  0.266
C (2.510, 1.966, 3.085)  -0.518
H (4.580, 3.345, -1.901)  0.199
H (5.780, 2.913, -0.746)  0.290
H (5.214, 4.415, -0.515)  0.352
H (3.446, 1.465, 3.332)  0.473
H (1.710, 1.267, 3.329)  -0.424
H (2.432, 2.929, 3.589)  0.454
C (-1.996, -4.220, 4.030)  -0.634
O (-3.216, -4.449, 3.415)  0.030
C (-3.880, -5.527, 3.807)  0.743
O (-3.424, -6.375, 4.601)  -0.637
O (-5.055, -5.666, 3.299)  -0.388
C (-5.648, -4.540, 2.573)  -0.146
H (-1.441, -3.609, 3.319)  -0.062
H (-1.366, -5.085, 4.241)  0.408
H (-2.215, -3.665, 4.943)  0.382
H (-5.870, -3.628, 3.127)  -0.166
H (-6.716, -4.750, 2.514)  0.416
H (-5.292, -4.306, 1.570)  0.151
C (5.493, -0.638, 1.198)  -0.013
O (6.856, -0.615, 1.687)  -0.362
C (7.851, -1.041, 0.904)  0.709
O (7.732, -1.301, -0.298)  -0.541
O (9.037, -0.872, 1.609)  -0.333
C (10.217, -0.818, 0.891)  -0.668
H (5.261, -0.103, 0.277)  -0.140
H (4.875, -0.159, 1.958)  0.043
H (5.120, -1.661, 1.246)  0.376
H (10.442, -1.823, 0.534)  0.289
H (11.085, -0.326, 1.331)  0.270
H (10.060, -0.237, -0.018)  0.285
C (1.382, -0.652, 5.163)  -0.391
O (1.550, -2.074, 4.783)  -0.343
C (1.882, -2.226, 3.531)  0.503
O (2.209, -1.343, 2.699)  -0.234
O (1.999, -3.655, 3.346)  -0.355
C (2.400, -4.085, 2.063)  -0.162
H (1.237, -0.411, 6.216)  0.376
H (0.562, -0.197, 4.607)  0.062
H (2.270, -0.081, 4.893)  0.177
H (3.336, -3.638, 1.728)  0.073
H (1.637, -3.653, 1.415)  -0.038
H (2.582, -5.159, 2.032)  0.300

## Properties
E = -145575.8659 eV
E_HOMO = -10.5 eV
ΔE to the lowest compared entry with this formula, charge and spin = 11.62 kcal per mole
Frontier orbital gap = 10.5 eV
Charge = 0


(2)
ORCA calculation (ωB97M-V with the def2-TZVPD basis set) on a cluster of 8 separate species, C19H43O35P3S8 in total in a non-equilibrium geometry.

Each line ends with the Mulliken charge.
CARTESIAN COORDINATES (ANGSTROEM)
C (-3.904, 4.165, 1.756)  -0.942
C (-3.896, 3.392, 0.423)  -0.057
O (-3.526, 2.030, 0.514)  -0.356
C (-4.226, 1.310, 1.501)  -0.113
C (-3.827, -0.164, 1.324)  -0.850
O (-4.574, -1.022, 2.185)  -0.335
C (-4.073, -1.042, 3.501)  -0.230
P (-5.539, -0.817, 4.643)  0.129
S (-6.970, -2.014, 4.086)  -0.394
P (-3.170, -2.642, 3.801)  0.889
O (-1.807, -2.352, 4.274)  -0.701
O (-3.162, -3.427, 2.402)  -0.356
O (-3.961, -3.463, 4.911)  -0.504
P (-5.488, 3.627, -0.545)  0.079
O (-5.461, 5.262, -0.876)  -0.429
O (-6.727, 3.376, 0.535)  -0.411
H (-4.195, 5.213, 1.582)  0.242
H (-2.906, 4.108, 2.208)  0.454
H (-4.636, 3.777, 2.474)  0.327
H (-3.132, 3.872, -0.205)  0.466
H (-5.319, 1.429, 1.458)  0.394
H (-3.918, 1.578, 2.528)  0.122
H (-3.920, -0.500, 0.290)  0.398
H (-2.756, -0.214, 1.589)  0.392
H (-3.338, -0.246, 3.680)  0.467
H (-5.164, -1.110, 5.974)  0.117
H (-5.981, 0.526, 4.615)  0.082
H (-2.320, -3.160, 1.990)  0.260
H (-3.471, -4.258, 5.171)  0.337
H (-4.745, 5.676, -0.365)  0.295
H (-7.539, 3.628, 0.073)  0.313
O (0.384, -4.007, 0.655)  -0.662
S (0.075, -4.625, -0.588)  1.039
O (1.001, -4.691, -1.658)  -0.405
O (-1.293, -3.987, -1.134)  -0.278
C (-2.273, -5.018, -1.326)  -0.371
C (-1.916, -6.078, -0.312)  -0.352
O (-0.482, -6.101, -0.297)  -0.277
H (-2.178, -5.393, -2.346)  0.300
H (-3.274, -4.621, -1.177)  0.330
H (-2.307, -7.057, -0.574)  0.360
H (-2.261, -5.804, 0.689)  0.235
O (1.325, -0.113, -4.413)  -0.585
S (2.369, -0.115, -3.453)  0.959
O (3.524, 0.705, -3.601)  -0.577
O (2.829, -1.626, -3.209)  -0.080
C (2.685, -1.951, -1.823)  0.104
C (1.558, -1.083, -1.326)  -0.377
O (1.738, 0.170, -1.999)  -0.323
H (3.623, -1.711, -1.316)  0.312
H (2.472, -3.009, -1.707)  -0.082
H (1.583, -0.946, -0.248)  0.359
H (0.585, -1.488, -1.618)  0.307
O (-3.939, 6.975, 2.382)  -0.586
S (-3.405, 7.212, 3.674)  1.072
O (-2.033, 7.507, 3.875)  -0.507
O (-3.820, 5.986, 4.619)  -0.304
C (-4.556, 6.467, 5.753)  -0.307
C (-5.242, 7.722, 5.261)  -0.369
O (-4.278, 8.341, 4.398)  -0.315
H (-3.846, 6.687, 6.553)  0.276
H (-5.262, 5.714, 6.095)  0.320
H (-5.517, 8.393, 6.069)  0.322
H (-6.127, 7.487, 4.667)  0.296
O (4.347, 6.508, 5.450)  -0.535
S (3.287, 5.649, 5.067)  1.091
O (3.383, 4.240, 5.172)  -0.523
O (2.843, 6.036, 3.572)  -0.335
C (1.455, 6.388, 3.547)  -0.264
C (1.173, 6.943, 4.925)  -0.158
O (1.944, 6.121, 5.811)  -0.330
H (0.875, 5.482, 3.357)  0.301
H (1.261, 7.112, 2.760)  0.304
H (0.119, 6.901, 5.183)  0.157
H (1.530, 7.972, 5.020)  0.303
O (9.058, 2.105, -1.343)  -0.550
S (8.539, 2.427, -2.623)  1.109
O (9.376, 2.577, -3.758)  -0.535
O (7.617, 3.733, -2.476)  -0.318
C (6.288, 3.448, -2.934)  -0.329
C (6.098, 1.970, -2.680)  -0.064
O (7.375, 1.387, -2.988)  -0.285
H (6.237, 3.678, -4.000)  0.326
H (5.565, 4.057, -2.397)  0.306
H (5.316, 1.534, -3.298)  0.272
H (5.879, 1.772, -1.627)  0.166
O (0.076, -7.900, -2.629)  -0.518
S (1.307, -8.446, -2.180)  1.171
O (1.398, -9.295, -1.049)  -0.585
O (2.355, -7.249, -2.009)  -0.214
C (3.503, -7.477, -2.831)  -0.319
C (2.985, -8.288, -3.999)  -0.267
O (2.019, -9.176, -3.420)  -0.356
H (4.235, -8.040, -2.248)  0.271
H (3.940, -6.531, -3.143)  0.247
H (3.770, -8.850, -4.498)  0.337
H (2.472, -7.653, -4.726)  0.230
O (1.972, -4.797, -5.535)  -0.610
S (3.160, -4.022, -5.576)  1.204
O (3.543, -3.170, -4.508)  -0.454
O (3.171, -3.185, -6.943)  -0.348
C (4.340, -3.500, -7.707)  -0.396
C (4.679, -4.926, -7.327)  -0.348
O (4.397, -5.000, -5.925)  -0.305
H (5.134, -2.810, -7.418)  0.294
H (4.136, -3.392, -8.770)  0.316
H (5.720, -5.174, -7.520)  0.316
H (4.033, -5.640, -7.843)  0.304

## Properties
E = -206605.8167 eV
E_HOMO = -8.6 eV
Frontier orbital gap = 8.4 eV
SMILES = C[C@@H](OCCO[C@@H]([PH2]=S)P(=O)(O)O)P(O)O.O=S1(=O)OCCO1.O=S1(=O)OCCO1.O=S1(=O)OCCO1.O=S1(=O)OCCO1.O=S1(=O)OCCO1.O=S1(=O)OCCO1.O=S1(=O)OCCO1
Charge = 0


Which of these has the highest E?
C39H51F9O39


E of number 2 (C19H43O35P3S8)?
-206605.8167 eV